(1)
DFT (the ωB97M-V functional and the def2-TZVPD basis) results for 4 unconnected molecules or ions with the total composition C43H57BClF9INO13.

highest occupied orbital energy = -8.8 eV
strongest force on any atom = 4.37 eV Å⁻¹
SMILES string = CCCNc1cc(B(C)O)c2c(c1COCOCCO)C(=O)c1c(C[C@@H](C)Cl)cc(COCC)c(C[C@@H](C)I)c1C2=O.CCOC(=O)C(F)(F)F.CCOC(=O)C(F)(F)F.CCOC(=O)C(F)(F)F
electronic energy = -4386.72589 Ha
HOMO-LUMO gap = 7.8 eV

Geometry as ORCA input:
```
! wB97M-V def2-TZVPD RIJCOSX def2/J DEFGRID3
* xyz 0 1
I 6.90132 7.34698 1.41687
Cl 0.71285 -0.13911 -1.28545
F -9.37105 -9.58986 1.25582
F -7.62398 -9.17811 0.05274
F -6.62418 -0.81490 0.20242
F 3.82484 3.52684 -5.87557
F -7.53648 0.57282 -1.17659
F -7.43582 -9.41194 2.19596
F 3.96262 1.39029 -5.57880
F 3.40373 2.17300 -7.51091
F -6.25475 -1.00478 -1.91802
O -3.16733 -1.75034 4.62641
O -5.31826 -3.45062 4.38337
O -1.68586 -1.79148 2.74166
O -0.95774 2.29045 1.22805
O -9.10897 -1.36993 -2.26492
O 3.14644 3.96733 3.37983
O 6.58280 1.82220 -6.31824
O -8.69977 -2.53453 -0.37447
O 5.87285 3.25778 -7.91030
O 5.37561 2.35162 4.33491
O 5.86504 4.83591 -2.13247
O -7.26917 -6.75644 1.60423
O -9.51093 -6.83812 1.34386
N 0.91238 -2.66592 3.81878
C 1.03119 3.05709 -1.22265
C -0.29321 2.50324 -1.93468
C 6.28516 3.56245 -2.67648
C -3.99928 -4.01905 4.12454
C -0.18376 0.98457 -2.44221
C 1.00808 1.06033 2.26908
C -7.86685 -4.94804 3.12509
C 1.32787 2.88555 0.31187
C 4.47407 5.11114 -2.40398
C 2.78841 3.10681 2.54631
C -10.25435 -2.20091 -2.51866
C -11.41554 -1.82179 -1.61914
C 3.45122 4.38106 -1.39591
C 3.82316 7.07478 1.61580
C 7.67515 2.20021 -9.16507
C 2.34263 1.59540 2.92096
C 5.05874 4.79521 0.85008
C -8.44111 -7.39078 1.40280
C -7.34547 -5.32752 1.75278
C 0.28079 2.09253 1.25681
C 2.65780 -0.71878 4.16210
C 7.22761 3.40986 -8.36649
C -0.92759 -0.90982 1.87124
C -8.41481 -1.65191 -1.14447
C 1.69274 -3.63144 2.98269
C -2.89636 -3.14627 4.94824
C 3.72842 4.20571 0.15036
C 6.73026 2.57099 -1.46253
C 0.18666 -3.95515 0.75837
C -8.22135 -8.89027 1.22962
C 5.69385 2.42403 -6.86621
C -1.99349 -1.15448 3.99689
C -7.21074 -0.72572 -1.00584
C 2.15504 3.80309 -2.03908
C 4.22437 2.37444 -6.45891
C 5.30415 0.05095 5.58654
C 1.32224 -1.25567 3.51591
C 0.44236 -0.37717 2.54170
C 2.65640 3.43286 0.96616
C 1.56092 -3.41947 1.40221
C 5.01831 6.41985 0.75526
C 3.21262 0.73434 3.87379
C 0.49301 0.94287 -3.91637
B 4.61844 1.14642 4.55613
H -8.88915 -5.30410 3.27637
H 0.37336 -5.02586 0.37112
H -3.92239 -5.12224 4.40628
H 3.49530 8.03546 1.05630
H -7.25473 -5.40548 3.90573
H 2.80844 -3.68680 3.29345
H -7.85994 -3.86541 3.25538
H 4.87273 6.78367 -0.33140
H -0.06866 -3.33851 -0.18673
H -3.01389 -3.36822 6.07958
H 2.40773 -4.04700 0.92079
H -1.13308 -1.31374 4.75748
H 5.11597 4.53485 1.96261
H -1.22966 0.51030 -2.58414
H -7.95010 -4.89057 0.95247
H -0.70222 -3.98064 1.47739
H 1.15027 -2.83873 4.80644
H 2.91094 6.38510 1.64460
H -12.30103 -2.41114 -1.86210
H 3.18991 -1.46647 4.84543
H -2.13151 -0.00874 3.91170
H 1.72049 -2.34863 1.04076
H 6.34231 0.43804 5.89084
H 4.23488 6.24046 -2.35230
H -1.64960 -0.04386 1.60509
H 7.68293 1.29686 -8.55042
H -3.78030 -3.81518 3.01209
H -0.54640 3.23916 -2.79105
H -1.19498 2.54782 -1.22095
H 6.02174 4.47364 0.32676
H -0.65059 -1.39515 0.87226
H 8.67966 2.35036 -9.56366
H 6.98631 2.01307 -9.99284
H -11.65178 -0.76010 -1.72776
H 0.48922 -0.09610 -4.38566
H -10.53564 -2.03806 -3.56186
H -6.32929 -4.94345 1.63294
H 4.69928 -0.10483 6.54184
H 5.49752 3.03340 -3.31655
H -5.44980 -2.65904 3.80586
H -11.17453 -1.98550 -0.56606
H 1.26756 -4.68491 3.20972
H 7.89525 3.61074 -7.52342
H 5.50341 -0.94139 5.02030
H -0.14646 1.64986 -4.57344
H 7.24573 4.29445 -9.00758
H 5.91711 2.50020 -0.64736
H -1.84867 -3.49194 4.64708
H 1.99614 3.91764 -3.17392
H 4.29215 4.79784 -3.50513
H 5.97081 2.29097 3.55838
H -9.99033 -3.25787 -2.41866
H 7.62138 3.10131 -0.95102
H 1.55439 1.36478 -3.85322
H 7.23717 3.68507 -3.31961
H 4.19323 7.39267 2.64763
H 7.02741 1.53128 -1.84160
*
```

Mulliken population analysis, charges in e, atoms 1 to 2: 0.01 -0.14



(2)
DFT (the ωB97M-V functional and the def2-TZVPD basis) results for a molecular structure, CH16Ni3O11.

energy above the lowest of the compared OMol25 structures with the same formula, charge and spin = 1.117 eV
highest occupied orbital energy (alpha / beta) = -20.9 / -20.9 eV
strongest force on any atom = 3.17 eV Å⁻¹
electronic energy = -5398.55035 Ha
HOMO-LUMO gap (alpha / beta) = 5.6 / 3.6 eV

Geometry as ORCA input:
```
! wB97M-V def2-TZVPD RIJCOSX def2/J DEFGRID3
* xyz 4 7
Ni 14.56836 -18.58886 -1.76355
Ni 13.57652 -22.52225 -1.27054
Ni 18.16314 -22.90687 -0.87862
O 13.53564 -18.46924 0.16215
O 18.56943 -18.92173 -2.21894
O 16.39558 -21.81655 -0.93915
O 14.49720 -20.72718 -1.53429
O 17.43456 -19.49503 1.70609
O 19.26888 -21.25506 -1.43226
O 18.40153 -16.52667 -0.83702
O 18.35776 -22.51508 1.12062
O 12.18058 -21.71552 0.15776
O 14.41769 -23.40262 -2.97004
O 16.22980 -19.56110 -1.07643
C 15.77213 -20.74474 -1.21244
H 15.36464 -23.43644 -3.14849
H 17.70222 -19.09036 -1.79912
H 18.40056 -19.55320 1.72109
H 11.41488 -21.12570 0.03775
H 19.04635 -20.35556 -1.77735
H 18.35194 -17.42066 -1.22513
H 18.39495 -18.40114 -3.01853
H 20.23272 -21.34056 -1.56257
H 17.80128 -21.92116 1.65971
H 17.49881 -16.18874 -0.79949
H 13.65274 -19.05609 0.92167
H 12.88760 -17.79868 0.45230
H 17.19895 -19.37939 0.78072
H 14.03394 -24.14668 -3.47980
H 12.27238 -21.82491 1.12045
H 18.76820 -23.13294 1.75782
*
```

Mulliken population analysis, charges in e, atoms 1 to 2: 1.18 1.04



(3)
DFT (the ωB97M-V functional and the def2-TZVPD basis) results for a molecular structure, C21H32BN4O10Pb.

energy above the lowest of the compared OMol25 structures with the same formula, charge and spin = 2.720 eV
highest occupied orbital energy = -3.4 eV
strongest force on any atom = 6.34 eV Å⁻¹
electronic energy = -2008.63503 Ha
HOMO-LUMO gap = 5.0 eV

Geometry as ORCA input:
```
! wB97M-V def2-TZVPD RIJCOSX def2/J DEFGRID3
* xyz -1 1
Pb -1.68962 0.54398 1.39576
O 2.53791 4.28133 -2.88282
O 2.98240 2.44652 1.09056
O 0.29212 1.67450 0.12473
O 3.30335 2.70982 -1.07254
O -3.84990 1.39729 1.99208
O 4.69551 2.45101 -5.01553
O 3.18403 2.10895 -3.38769
O -1.11051 2.64516 2.87541
O 3.79253 5.28433 -4.52538
O 1.11615 2.36346 -1.93658
N -0.06644 -1.81523 0.57678
N -3.50116 -1.08398 0.08346
N 0.62447 -0.27748 2.99734
N -2.34964 1.80284 -0.79438
C 3.22634 -3.01439 1.72165
C 3.21158 0.04844 2.93762
C 1.14529 2.11593 -0.58548
C -5.20699 -2.87814 -0.94971
C 0.60774 -2.73288 0.33950
C 2.64397 -4.14274 0.86274
C 1.74065 -0.10875 3.01027
C -3.06310 0.30551 -2.87244
C -1.83043 -0.74986 -3.12992
C -6.60181 -2.36510 -1.34340
C -0.23993 3.35402 3.72741
C 2.55540 2.46069 -0.07128
C -0.49597 -0.12714 -3.76669
C -7.37960 -1.61147 -0.26659
C 5.07392 1.53748 3.63145
C -2.64268 1.13802 -1.71022
C -4.28522 -1.87932 -0.35737
C 3.47839 4.34636 -3.83061
C 3.62200 1.21734 3.83368
C 3.89455 2.86229 -4.19130
C 1.43788 -3.88174 -0.03447
B 2.49869 2.87311 -2.30163
H 5.74695 0.68178 3.57753
H 3.77009 -0.81084 3.30886
H -1.52453 -1.28592 -2.23150
H -0.53191 3.74232 4.70314
H 0.72216 2.84591 3.79297
H 0.14199 -0.93307 -4.12942
H 3.50079 -2.11186 1.17555
H -6.40200 -1.80447 -2.25656
H -8.20186 -1.02941 -0.68274
H -6.83381 -0.75490 0.12903
H 3.41591 -4.57578 0.22658
H 5.22268 2.00956 2.66032
H 4.20723 -3.25927 2.12909
H 1.85945 -3.64917 -1.01237
H -7.22628 -3.20062 -1.65973
H 5.40681 2.18678 4.44121
H -4.73011 -3.43651 -1.75526
H 0.03099 4.28116 3.22231
H 0.68857 -4.67304 -0.05618
H 3.43399 0.97228 4.87900
H -4.01535 -0.14652 -2.59504
H -5.44323 -3.63208 -0.19880
H 0.22615 0.41920 -3.15994
H 3.20596 2.15250 3.45888
H -3.23206 0.93151 -3.74862
H -2.21346 -1.60083 -3.69317
H 3.56094 0.10806 1.90684
H -4.49911 1.01532 1.36987
H 2.68570 -2.79687 2.64279
H -1.00236 0.35350 -4.60374
H 2.31789 -4.80801 1.66223
H -7.64003 -2.49086 0.32244
*
```

Mulliken population analysis, charges in e, atoms 1 to 2: 1.47 -0.46



(4)
DFT (the ωB97M-V functional and the def2-TZVPD basis) results for a molecular structure, C20H16AuN2O4Te.

energy above the lowest of the compared OMol25 structures with the same formula, charge and spin = 0.354 eV
highest occupied orbital energy (alpha / beta) = -18.3 / -18.3 eV
strongest force on any atom = 0.69 eV Å⁻¹
electronic energy = -1584.84817 Ha
HOMO-LUMO gap (alpha / beta) = 5.4 / 5.1 eV

Geometry as ORCA input:
```
! wB97M-V def2-TZVPD RIJCOSX def2/J DEFGRID3
* xyz 3 1
Au -0.14756 0.06953 0.30714
Te -1.86390 -0.26804 -2.25178
O 1.30393 -3.85755 -1.06276
O 3.34968 2.77252 0.20336
O -0.06748 -2.19327 -1.41016
O 1.16776 2.27378 0.07680
N -2.59385 0.31387 2.22136
N 1.81469 -0.34566 -0.52049
C 2.78123 0.57968 -0.39632
C 2.33653 1.96814 -0.00418
C 1.04801 -2.57528 -1.13270
C -3.10902 1.05780 -3.10959
C -0.19495 0.20550 -3.41868
C -4.96218 2.76446 -4.24698
C 1.87056 0.69882 -5.15018
C 4.47827 -0.97141 -1.02920
C 3.48336 -1.92567 -1.17371
C 0.60172 1.32246 -3.19839
C -4.50704 0.72646 -3.07480
C 2.16760 -1.58573 -0.90819
C 4.11732 0.30616 -0.63802
C 1.64317 1.56344 -4.08459
C -2.67447 2.28734 -3.70349
C -3.59966 3.13958 -4.23103
C -5.41314 1.56794 -3.65263
C 1.06882 -0.41859 -5.33896
C -1.74310 0.21054 1.46430
C 0.01823 -0.68202 -4.46713
H -4.84013 -0.19740 -2.61548
H -1.62144 2.52925 -3.74261
H 0.42510 1.99120 -2.36508
H 4.85287 1.08829 -0.51749
H 3.04294 3.65749 0.46943
H -0.60047 -1.55922 -4.62244
H 2.27268 2.43359 -3.94912
H 1.25185 -1.09031 -6.16707
H -6.46875 1.33146 -3.65663
H -3.30796 0.39967 2.93053
H 2.67507 0.90244 -5.84442
H -5.68013 3.40588 -4.74585
H 2.17994 -4.08316 -0.71746
H -3.30012 4.08384 -4.66543
H 3.73976 -2.91931 -1.51740
H 5.51345 -1.22001 -1.22259
*
```

Mulliken population analysis, charges in e, atoms 1 to 2: 0.48 1.08



(5)
DFT (the ωB97M-V functional and the def2-TZVPD basis) results for a molecular structure, C5H9FO.

energy above the lowest of the compared OMol25 structures with the same formula, charge and spin = 3.450 eV
highest occupied orbital energy = -8.9 eV
strongest force on any atom = 4.41 eV Å⁻¹
electronic energy = -370.88678 Ha
HOMO-LUMO gap = 9.9 eV

Geometry as ORCA input:
```
! wB97M-V def2-TZVPD RIJCOSX def2/J DEFGRID3
* xyz 0 1
F 2.88771 0.40112 0.20351
O -0.86180 -0.58929 0.11369
C 0.66098 0.49480 0.01236
C 0.28486 1.91536 -0.13158
C 1.66300 -1.74017 0.38464
C -2.05849 0.10854 0.37594
C 1.72731 -0.26536 0.23875
H -2.38016 0.95215 -0.27826
H -2.07970 0.56148 1.41028
H 1.27340 2.48729 -0.38954
H 0.53725 -1.98993 0.12802
H 0.13651 2.29052 0.91501
H -0.57678 2.03610 -0.72210
H 2.36226 -2.21541 -0.25841
H -2.77945 -0.75079 0.39794
H 1.85699 -1.96587 1.46509
*
```

Mulliken population analysis, charges in e, atoms 1 to 2: -0.29 -0.53



(6)
DFT (the ωB97M-V functional and the def2-TZVPD basis) results for 2 unconnected molecules or ions with the total composition C6H11NO2.

energy above the lowest of the compared OMol25 structures with the same formula, charge and spin = 1.665 eV
highest occupied orbital energy = -8.7 eV
strongest force on any atom = 0.69 eV Å⁻¹
SMILES string = C=C(C)C(N)=O.C=CO
electronic energy = -440.42606 Ha
HOMO-LUMO gap = 9.4 eV

Geometry as ORCA input:
```
! wB97M-V def2-TZVPD RIJCOSX def2/J DEFGRID3
* xyz 0 1
O -0.67570 1.19283 1.44266
O 1.95542 0.34567 -0.33378
N -0.68059 1.96895 -0.66391
C 2.06827 -1.06098 1.56030
C 2.15592 0.13441 1.00698
C -1.24102 -0.34766 -0.28145
C -1.67294 -1.27512 0.57292
C -0.85459 0.98342 0.26154
C -1.10654 -0.59331 -1.75337
H -1.96678 -2.25373 0.25034
H -0.13450 -0.24454 -2.10746
H -0.99119 1.85939 -1.61023
H -1.18872 -1.65923 -1.96344
H 2.39949 1.01024 1.58726
H 1.82350 -1.92606 0.96105
H 2.07160 1.28241 -0.53642
H -1.74623 -1.05342 1.62397
H 2.22442 -1.19187 2.61019
H -1.89555 -0.07563 -2.30612
H -0.54428 2.90424 -0.32104
*
```

Mulliken population analysis, charges in e, atoms 1 to 2: -0.64 -0.49



Question: Which formula does entry 6 have?
Answer: C6H11NO2



Question: Which value of strongest force on any atom does entry 3 give?
Answer: 6.34 eV Å⁻¹